C48H55N2OSi | ωB97M-V/def2-TZVPD

Summary:
2S+1: 1
net charge: +1
lowest unoccupied orbital energy: -3.29 eV

Positions of all 107 atoms, in Å:
C: 0.5169 -5.0772 -1.7055
Si: 0.3258 -4.5263 0.0568
C: -1.4376 -4.2441 0.5261
C: 1.1502 -5.7207 1.2383
O: 1.1843 -3.1470 0.3028
C: 1.2410 -1.7566 0.1060
C: 0.4958 -1.4134 -1.1914
C: -0.8752 -1.1552 -1.1023
C: -1.6451 -1.0012 -2.2584
C: -1.0340 -1.1304 -3.5032
C: 0.3303 -1.4083 -3.5926
C: 1.0974 -1.5736 -2.4367
C: 0.6653 -1.0133 1.3302
C: 0.5117 -1.6816 2.5487
C: -0.0113 -0.9971 3.6545
C: -0.3460 0.3566 3.5379
C: -0.2062 1.0228 2.3183
C: 0.2872 0.3299 1.2141
C: 2.7962 -1.4929 0.0771
C: 3.4248 -1.9500 1.4443
C: 3.4409 -0.7037 2.3201
C: 3.4728 0.4660 1.3223
N: 3.1162 -0.0483 0.0083
C: 3.6282 0.5525 -1.0530
C: 4.0423 1.9728 -1.0250
C: 3.3389 2.7411 -2.2374
C: 2.5474 3.8714 -1.9764
C: 1.9124 4.5486 -3.0165
C: 1.8408 3.9871 -4.2777
C: 2.5017 2.7827 -4.5102
C: 3.3346 2.2116 -3.5252
H: 0.0841 -6.0844 -1.8113
H: -0.0096 -4.4100 -2.4006
H: 1.5722 -5.1269 -2.0108
H: -1.8955 -5.2302 0.6992
H: -1.5034 -3.6441 1.4433
H: -1.9779 -3.7245 -0.2748
H: 0.7221 -6.7268 1.1106
H: 2.2362 -5.7823 1.0664
H: 0.9840 -5.4065 2.2803
H: -1.3532 -1.0631 -0.1243
H: -2.7144 -0.7930 -2.1683
H: -1.6154 -1.0048 -4.4120
H: 0.8251 -1.5342 -4.5527
H: 2.1464 -1.8658 -2.4883
H: 0.8768 -2.7099 2.6592
H: -0.1341 -1.5445 4.5984
H: -0.7396 0.8876 4.4044
H: -0.5009 2.0687 2.2089
H: 0.3948 0.8292 0.2531
H: 3.2647 -2.0368 -0.7688
H: 2.9263 -2.8156 1.9022
H: 4.4621 -2.2445 1.2084
H: 2.5673 -0.6338 2.9906
H: 4.2953 -0.6661 3.0058
H: 2.8247 1.2760 1.6572
H: 4.4583 0.9317 1.2664
H: 3.6792 -0.0180 -1.9736
H: 3.5522 2.4277 -0.1510
H: 2.4838 4.3201 -0.9771
H: 1.5441 5.5612 -2.8642
H: 1.2782 4.4953 -5.0651
H: 2.4446 2.3347 -5.4900
H: 4.0218 1.3962 -3.7834
C: 7.5113 5.4674 -0.5385
C: 5.9976 5.5849 -0.2832
C: 5.6162 6.9426 0.3418
C: 5.2117 5.5042 -1.5736
C: 5.6396 4.4625 0.6997
N: 5.6487 4.7619 2.0227
C: 5.7619 3.6255 2.7970
C: 5.8006 2.5176 1.9028
C: 6.1718 1.2511 2.4013
C: 6.4336 1.1237 3.7619
C: 6.3782 2.2252 4.6354
C: 6.0721 3.5104 4.1423
C: 5.6148 3.0690 0.5535
C: 5.5174 2.3390 -0.7898
C: 6.6156 1.2460 -0.6855
C: 7.8262 1.5187 -0.0164
C: 8.9091 0.6360 0.0174
C: 8.8445 -0.5527 -0.6981
C: 10.0541 -1.4612 -0.6447
C: 7.6668 -0.8139 -1.4061
C: 6.5817 0.0660 -1.4004
H: 7.7634 4.4764 -0.9498
H: 7.8422 6.2215 -1.2632
H: 8.0749 5.6503 0.3898
H: 4.5644 6.9259 0.6983
H: 6.2994 7.2395 1.1528
H: 5.7093 7.7346 -0.4256
H: 4.1424 5.4863 -1.3669
H: 5.4013 6.3627 -2.2336
H: 5.4340 4.6122 -2.1470
H: 5.6636 5.6747 2.4501
H: 6.3247 0.3658 1.7544
H: 6.7583 0.1781 4.1783
H: 6.5203 2.1118 5.7194
H: 6.0117 4.4145 4.7566
H: 5.8365 3.0090 -1.6172
H: 7.9710 2.4097 0.5760
H: 9.8154 0.8668 0.6067
H: 9.9830 -2.2287 -1.4262
H: 10.9679 -0.8555 -0.7711
H: 10.1311 -1.9394 0.3468
H: 7.6553 -1.7384 -1.9920
H: 5.7021 -0.1759 -1.9851

Löwdin atomic charge list, values in e, 2 entries:
1. C -0.148
2. Si 0.374

***

C48H56Cl6N8 | ωB97M-V/def2-TZVPD

Summary:
2S+1: 1
net charge: +2
ΔE to the lowest compared entry with this formula, charge and spin: 0.0 kJ/mol
lowest unoccupied orbital energy: -6.82 eV

Positions of all 118 atoms, in Å:
C: 12.1258 -2.4471 17.4929
N: 10.6964 -2.4944 17.0932
C: 10.1829 -3.6411 16.6370
C: 8.8570 -3.6797 16.2653
C: 8.0952 -2.5252 16.2427
C: 8.7081 -1.3369 16.6411
C: 10.0245 -1.3256 17.0474
C: 6.7276 -2.5519 15.7286
C: 6.2957 -3.5883 14.8956
C: 4.9747 -3.6556 14.5214
N: 4.1035 -2.6796 14.8276
C: 4.5155 -1.5861 15.4994
C: 5.8013 -1.5406 15.9806
C: 2.6954 -2.7468 14.3565
H: 12.6581 -1.8288 16.7654
H: 12.5232 -3.4514 17.5977
H: 12.0770 -1.9992 18.4749
H: 10.8135 -4.5010 16.4286
H: 8.4606 -4.6177 15.9007
H: 8.2664 -0.3449 16.5963
H: 10.5438 -0.4809 17.5038
H: 6.8915 -4.4527 14.6431
H: 4.6026 -4.4181 13.8492
H: 3.7812 -0.7895 15.5602
H: 6.1115 -0.6745 16.5528
H: 2.4182 -3.7822 14.1680
H: 2.5474 -2.0977 13.5018
H: 2.1177 -2.5074 15.2465
C: 4.1692 -7.9582 12.1886
N: 4.7578 -7.7122 13.5233
C: 6.0784 -7.8921 13.7173
C: 6.6865 -7.7435 14.9347
C: 5.8704 -7.4251 16.0447
C: 4.5002 -7.3171 15.8485
C: 3.9677 -7.4694 14.5773
C: 6.4800 -7.2132 17.3835
C: 7.5983 -7.9463 17.7756
C: 8.3033 -7.6575 18.9184
N: 7.8466 -6.6751 19.7316
C: 6.6965 -6.0402 19.4689
C: 6.0502 -6.2036 18.2461
C: 8.6313 -6.3199 20.9355
H: 3.4008 -8.7268 12.1891
H: 4.9469 -8.2787 11.5027
H: 3.7817 -6.9974 11.8476
H: 6.6643 -8.2447 12.8787
H: 7.7097 -8.0264 15.1850
H: 3.8886 -7.1355 16.7220
H: 2.9218 -7.3127 14.3519
H: 7.9911 -8.7892 17.2188
H: 9.2111 -8.1220 19.2750
H: 6.3742 -5.3388 20.2234
H: 5.1734 -5.6111 18.0268
H: 8.4965 -7.0701 21.7083
H: 8.3159 -5.3465 21.3089
H: 9.6649 -6.1302 20.6492
C: 4.4408 -0.6602 11.7925
N: 5.6435 -0.3544 12.6060
C: 6.7462 -1.1012 12.4008
C: 7.9643 -0.6895 12.8981
C: 8.0838 0.5591 13.5233
C: 6.8990 1.2463 13.7782
C: 5.6815 0.7665 13.3371
C: 9.4445 1.1105 13.8021
C: 10.4776 0.2094 14.0274
C: 11.7104 0.7291 14.3205
N: 11.9428 2.0477 14.2397
C: 10.9849 2.9093 13.8814
C: 9.7012 2.4509 13.6014
C: 13.3352 2.4492 14.5689
H: 4.2520 -1.7329 11.7352
H: 4.5728 -0.3198 10.7683
H: 3.6146 -0.1580 12.3002
H: 6.6563 -2.0348 11.8634
H: 8.8294 -1.2741 12.6156
H: 6.9589 2.2027 14.2811
H: 4.7437 1.2688 13.5515
H: 10.2886 -0.8299 14.2478
H: 12.4533 0.0202 14.6383
H: 11.2165 3.9408 14.1087
H: 8.9632 3.2157 13.4093
H: 13.4085 2.4144 15.6569
H: 13.5657 3.4309 14.1696
H: 14.0147 1.6750 14.2105
C: 8.3162 5.3599 18.8361
N: 7.2474 4.3523 18.6719
C: 6.8336 3.6418 19.7288
C: 5.7657 2.7740 19.5564
C: 5.0416 2.7248 18.3670
C: 5.5836 3.4291 17.2899
C: 6.6094 4.3115 17.4922
C: 3.8606 1.8849 18.2979
C: 2.6856 2.4090 17.7367
C: 1.5449 1.6427 17.7170
N: 1.5365 0.3664 18.1310
C: 2.6677 -0.1658 18.5884
C: 3.8516 0.5319 18.6700
C: 0.2539 -0.3845 18.0889
H: 7.8534 6.3457 18.7849
H: 9.0230 5.2434 18.0186
H: 8.7775 5.2578 19.8121
H: 7.2671 3.9705 20.6613
H: 5.4164 2.2701 20.4484
H: 5.1251 3.4230 16.3087
H: 7.1391 4.8013 16.6881
H: 2.6295 3.3522 17.2125
H: 0.6772 1.9046 17.1242
H: 2.6548 -1.2426 18.7042
H: 4.6669 -0.0627 19.0570
H: 0.1848 -0.6781 17.0393
H: -0.5876 0.2254 18.3937
H: 0.3259 -1.2921 18.6805
Cl: 10.9897 -0.1925 20.2615
Cl: 5.8417 -4.6383 11.3829
Cl: 14.7158 -0.6980 15.5055
Cl: 10.1649 -7.2133 15.6214
Cl: 9.6414 2.1090 17.3592
Cl: 1.9423 0.8483 14.2972

Löwdin atomic charge list, values in e, 2 entries:
1. C 0.022
2. N -0.050

***

C48H56N5O6SSiTeY | ωB97M-V/def2-TZVPD

Summary:
2S+1: 2
net charge: -1
ΔE to the lowest compared entry with this formula, charge and spin: 119.4 kJ/mol
lowest unoccupied orbital energy (spin up / spin down): 2.26 / 2.25 eV

Positions of all 119 atoms, in Å:
Y: 0.1669 0.4879 0.0648
O: -0.0195 0.6376 2.5379
H: 0.1440 1.6031 2.6932
H: -0.9219 0.4993 2.8603
C: 3.1496 0.1474 1.8121
C: 2.4684 -0.0418 0.4526
O: 3.1897 -0.5296 -0.4371
H: 4.2275 -0.0340 1.7468
H: 2.6945 -0.5507 2.5213
H: 2.9514 1.1417 2.2204
C: -6.8959 4.8831 6.4223
C: -6.1171 4.1661 5.3534
C: -6.5107 2.9259 4.8846
C: -5.7914 2.2440 3.9009
C: -6.3213 0.8901 3.4942
C: -4.6347 2.8227 3.3610
Te: -3.4902 1.7246 1.8813
N: -2.0208 0.3935 -0.1424
C: -2.4446 -0.2705 -1.1811
O: -1.3256 -0.7714 -2.0296
C: -3.7206 -0.7125 -1.5877
C: -4.7583 -0.8412 -0.6169
C: -6.0178 -1.2805 -0.9565
C: -6.3440 -1.6083 -2.2749
C: -5.3434 -1.4905 -3.2454
C: -4.0746 -1.0687 -2.9215
C: -3.9054 3.1839 0.4067
C: -2.8510 3.9270 -0.1119
C: -3.0755 4.9743 -0.9909
C: -4.3732 5.2690 -1.3787
C: -5.4214 4.5074 -0.8920
C: -5.2161 3.4607 0.0068
C: -6.4033 2.7055 0.5263
C: -4.2191 4.0748 3.8400
C: -2.9743 4.7502 3.3278
C: -4.9636 4.7227 4.8166
H: -7.8712 4.4224 6.5747
H: -7.0545 5.9304 6.1621
H: -6.3675 4.8638 7.3777
H: -7.4102 2.4679 5.2840
H: -7.4059 0.8627 3.6022
H: -5.9088 0.1050 4.1321
H: -6.0691 0.6343 2.4671
H: -4.5267 -0.6138 0.4122
H: -6.7679 -1.3766 -0.1781
H: -7.3383 -1.9446 -2.5371
H: -5.5695 -1.7265 -4.2787
H: -3.3535 -0.9658 -3.7151
H: -1.8416 3.6811 0.1945
H: -2.2465 5.5603 -1.3566
H: -4.5680 6.0855 -2.0622
H: -6.4349 4.7237 -1.2083
H: -7.2885 2.9452 -0.0622
H: -6.6024 2.9621 1.5698
H: -6.2361 1.6299 0.4723
H: -2.1365 4.0505 3.2620
H: -2.6941 5.5731 3.9846
H: -3.1285 5.1555 2.3262
H: -4.6292 5.6928 5.1705
C: 3.7466 3.8171 0.6018
C: 3.2646 4.2526 -0.7717
C: 1.7357 4.4671 -0.9865
C: 1.5350 4.9163 -2.4354
C: 0.0926 5.1573 -2.8383
C: 1.2778 5.5317 -0.0008
O: 1.3379 6.7222 -0.2268
N: 0.8576 5.0539 1.2249
C: 0.6544 3.7091 1.5583
O: 0.4229 3.3982 2.7237
N: 0.7024 2.7960 0.5569
C: 1.0607 3.1422 -0.6944
O: 0.9179 2.2866 -1.5889
H: 4.8313 3.7083 0.5796
H: 3.3337 2.8537 0.8974
H: 3.5062 4.5453 1.3778
H: 3.5653 3.5124 -1.5175
H: 3.7324 5.2011 -1.0497
H: 1.9793 4.1467 -3.0685
H: 2.1135 5.8331 -2.5680
H: -0.5329 4.2819 -2.6680
H: 0.0274 5.3914 -3.9010
H: -0.3221 6.0024 -2.2913
H: 0.6286 5.7323 1.9386
C: -1.0896 -1.9537 -4.6901
Si: -0.7298 -0.5239 -3.5546
C: 1.1188 -0.4164 -3.3539
C: -1.4204 1.0472 -4.3096
C: -1.0895 1.3795 -5.6265
C: -1.6034 2.5125 -6.2412
C: -2.4750 3.3369 -5.5452
C: -2.8108 3.0330 -4.2348
C: -2.2788 1.9079 -3.6188
H: -0.6790 -1.7410 -5.6795
H: -2.1535 -2.1492 -4.7983
H: -0.6144 -2.8627 -4.3186
H: 1.6378 -0.6621 -4.2823
H: 1.4666 -1.1214 -2.5933
H: 1.4366 0.5829 -3.0560
H: -0.4210 0.7412 -6.1942
H: -1.3321 2.7461 -7.2631
H: -2.8895 4.2152 -6.0237
H: -3.4821 3.6739 -3.6791
H: -2.5531 1.7010 -2.5924
N: 2.6277 -3.3715 -0.0176
C: 1.2887 -3.5391 -0.1466
N: 0.3571 -2.6783 0.1470
C: -0.9025 -3.2840 -0.0352
C: -2.1244 -2.6875 0.2544
C: -3.2890 -3.3995 0.0306
C: -3.2569 -4.7019 -0.4687
C: -2.0477 -5.3187 -0.7381
C: -0.8860 -4.5948 -0.5109
S: 0.7571 -5.1090 -0.7140
H: 2.9848 -2.4220 -0.1018
H: 3.1941 -4.0702 -0.4717
H: -2.1594 -1.6700 0.6204
H: -4.2404 -2.9192 0.2193
H: -4.1831 -5.2296 -0.6526
H: -2.0084 -6.3313 -1.1154

Löwdin atomic charge list, values in e, 2 entries:
1. Y 1.508
2. O -0.143